This record from OMol25 describes 11 unconnected molecules or ions with the total composition C28H56Br16O6S3 at a distorted geometry. The level of theory is ωB97M-V with the def2-TZVPD basis set.

Last columns: bonded neighbours and bond lengths (Å).
Positions of all 109 atoms, in Å:
1 C 3.18 5.88 -0.94  C2 1.517, C7 1.570, H8 1.090, H9 1.090
2 C 2.22 6.13 0.21  C1 1.517, C3 1.572, H10 1.090, H11 1.090
3 C 2.43 4.94 1.20  C2 1.572, S4 1.826, H12 1.090, H13 1.090
4 S 4.24 4.69 1.20  C3 1.826, O5 1.446, O6 1.464, C7 1.857
5 O 4.43 3.29 0.88  S4 1.446
6 O 4.79 5.26 2.44  S4 1.464
7 C 4.61 5.74 -0.29  C1 1.570, S4 1.857, H14 1.090, H15 1.090
8 H 3.07 6.76 -1.57  C1 1.090
9 H 2.88 5.02 -1.53  C1 1.090
10 H 1.17 6.26 -0.05  C2 1.090
11 H 2.62 7.03 0.68  C2 1.090
12 H 1.89 4.02 0.96  C3 1.090
13 H 2.13 5.27 2.20  C3 1.090
14 H 5.42 5.23 -0.81  C7 1.090
15 H 4.97 6.70 0.07  C7 1.090
16 C -5.45 1.07 4.09  C17 1.518, C22 1.542, H23 1.090, H24 1.090
17 C -6.21 -0.24 4.20  C16 1.518, C18 1.580, H25 1.090, H26 1.090
18 C -5.48 -1.22 3.20  C17 1.580, S19 1.887, H27 1.090, H28 1.090
19 S -3.66 -0.84 3.53  C18 1.887, O20 1.483, O21 1.476, C22 1.793
20 O -2.86 -1.04 2.29  S19 1.483
21 O -3.17 -1.40 4.80  S19 1.476
22 C -3.96 0.91 3.74  C16 1.542, S19 1.793, H29 1.090, H30 1.090
23 H -5.65 1.71 4.95  C16 1.090
24 H -5.90 1.63 3.27  C16 1.090
25 H -7.30 -0.28 4.10  C17 1.090
26 H -6.08 -0.51 5.25  C17 1.090
27 H -5.67 -0.98 2.15  C18 1.090
28 H -5.67 -2.28 3.35  C18 1.090
29 H -3.73 1.43 2.81  C22 1.090
30 H -3.22 1.23 4.47  C22 1.090
31 C -0.72 -0.64 -5.44  C32 1.568, C37 1.567, H38 1.090, H39 1.090
32 C 0.20 -0.38 -6.69  C31 1.568, C33 1.564, H40 1.090, H41 1.090
33 C 1.31 -1.47 -6.86  C32 1.564, S34 1.892, H42 1.090, H43 1.090
34 S 0.58 -3.01 -6.03  C33 1.892, O35 1.458, O36 1.482, C37 1.882
35 O 1.51 -3.47 -5.01  S34 1.458
36 O 0.10 -3.97 -7.05  S34 1.482
37 C -0.93 -2.18 -5.28  C31 1.567, S34 1.882, H44 1.090, H45 1.090
38 H -1.66 -0.16 -5.73  C31 1.090
39 H -0.31 -0.23 -4.52  C31 1.090
40 H 0.59 0.64 -6.67  C32 1.090
41 H -0.38 -0.43 -7.61  C32 1.090
42 H 1.95 -1.16 -6.04  C33 1.090
43 H 1.93 -1.56 -7.74  C33 1.090
44 H -1.22 -2.51 -4.28  C37 1.090
45 H -1.79 -2.45 -5.90  C37 1.090
46 Br -3.08 -4.06 -0.76  C47 1.924
47 C -2.63 -4.33 1.09  Br46 1.924, C48 1.511, H50 1.090, H51 1.090
48 C -3.72 -5.21 1.66  C47 1.511, Br49 2.042, H52 1.090, H53 1.090
49 Br -5.56 -4.35 1.53  C48 2.042
50 H -2.59 -3.31 1.46  C47 1.090
51 H -1.66 -4.82 0.99  C47 1.090
52 H -3.50 -5.41 2.71  C48 1.090
53 H -3.79 -6.19 1.19  C48 1.090
54 Br 4.10 2.28 -2.26  C55 1.992
55 C 3.91 0.35 -1.77  Br54 1.992, C56 1.559, H58 1.090, H59 1.090
56 C 3.03 -0.50 -2.72  C55 1.559, Br57 2.006, H60 1.090, H61 1.090
57 Br 3.97 -0.81 -4.47  C56 2.006
58 H 3.32 0.28 -0.86  C55 1.090
59 H 4.85 -0.20 -1.70  C55 1.090
60 H 2.05 -0.06 -2.89  C56 1.090
61 H 2.74 -1.49 -2.36  C56 1.090
62 Br -3.37 0.13 -3.18  C63 1.882
63 C -4.43 -0.98 -2.09  Br62 1.882, C64 1.631, H66 1.090, H67 1.090
64 C -4.05 -0.77 -0.52  C63 1.631, Br65 1.986, H68 1.090, H69 1.090
65 Br -4.57 1.07 0.02  C64 1.986
66 H -4.29 -2.04 -2.32  C63 1.090
67 H -5.46 -0.70 -2.28  C63 1.090
68 H -2.98 -0.84 -0.36  C64 1.090
69 H -4.52 -1.54 0.09  C64 1.090
70 Br 5.42 -4.34 -3.13  C71 1.959
71 C 3.54 -4.35 -2.57  Br70 1.959, C72 1.440, H74 1.090, H75 1.090
72 C 3.45 -4.59 -1.15  C71 1.440, Br73 1.936, H76 1.090, H77 1.090
73 Br 1.60 -4.36 -0.61  C72 1.936
74 H 3.06 -5.14 -3.14  C71 1.090
75 H 3.00 -3.46 -2.91  C71 1.090
76 H 4.02 -3.87 -0.57  C72 1.090
77 H 3.85 -5.54 -0.80  C72 1.090
78 Br 0.91 1.24 0.46  C79 2.011
79 C -0.33 -0.26 0.94  Br78 2.011, C80 1.575, H82 1.090, H83 1.090
80 C 0.08 -1.59 0.20  C79 1.575, Br81 1.978, H84 1.090, H85 1.090
81 Br -0.28 -1.18 -1.70  C80 1.978
82 H -1.34 0.14 0.83  C79 1.090
83 H -0.22 -0.40 2.02  C79 1.090
84 H -0.59 -2.40 0.50  C80 1.090
85 H 1.08 -1.92 0.47  C80 1.090
86 Br 1.40 2.31 -4.67  C87 1.994
87 C 0.23 2.33 -3.06  Br86 1.994, C88 1.587, H90 1.090, H91 1.090
88 C -0.10 3.83 -2.66  C87 1.587, Br89 2.012, H92 1.090, H93 1.090
89 Br -0.95 3.88 -0.84  C88 2.012
90 H 0.68 1.88 -2.17  C87 1.090
91 H -0.66 1.77 -3.36  C87 1.090
92 H -0.77 4.42 -3.28  C88 1.090
93 H 0.84 4.40 -2.62  C88 1.090
94 Br -0.27 -1.56 8.85  C95 1.960
95 C 0.19 -1.02 7.02  Br94 1.960, C96 1.572, H98 1.090, H99 1.090
96 C -0.69 0.19 6.55  C95 1.572, Br97 2.072, H100 1.090, H101 1.090
97 Br -0.32 0.62 4.56  C96 2.072
98 H 0.15 -1.93 6.42  C95 1.090
99 H 1.24 -0.76 7.13  C95 1.090
100 H -0.70 1.11 7.15  C96 1.090
101 H -1.71 -0.17 6.66  C96 1.090
102 Br 4.37 1.53 5.59  C103 1.987
103 C 3.17 0.63 4.29  Br102 1.987, C104 1.532, H106 1.090, H107 1.090
104 C 3.84 0.85 2.93  C103 1.532, Br105 1.960, H108 1.090, H109 1.090
105 Br 5.23 -0.51 2.69  C104 1.960
106 H 2.20 1.12 4.35  C103 1.090
107 H 3.02 -0.43 4.49  C103 1.090
108 H 4.22 1.87 2.90  C104 1.090
109 H 3.18 0.75 2.06  C104 1.090

The total energy is -1195412.4918 eV. The value obtained for the highest occupied orbital energy is -0.3555 Eh. Its structure (SMILES) is O=S1(=O)CCCC1.O=S1(=O)CCCC1.O=S1(=O)CCCC1.BrCCBr.BrCCBr.BrCCBr.BrCCBr.BrCCBr.BrCCBr.BrCCBr.BrCCBr. The spin multiplicity is 1. The net charge is 0.